The following is a DFT calculation (ωB97M-V/def2-TZVPD) of C36H60As2BaClN4O2PSe2 as an isolated structure in a non-equilibrium geometry.

Properties
- Highest occupied orbital energy: -0.252 Eh
- Gap between HOMO and LUMO: 6.68 eV
- Energy relative to the best compared isomer or geometry (same formula, charge and spin): 58.75 kcal/mol
- LUMO: -0.17 eV

Geometry as XYZ:
```
109
C36H60As2BaClN4O2PSe2 | the Open Molecules 2025 dataset | ωB97M-V/def2-TZVPD
Ba 0.0211 1.0322 -0.7124
C 2.8285 1.7692 1.8714
As 2.8562 1.0572 0.0405
C 3.8004 -0.6201 0.4152
C 4.3337 2.0892 -0.7376
C 5.2774 2.7595 0.0435
C 6.2912 3.5033 -0.5448
C 6.3672 3.5889 -1.9305
C 5.4364 2.9222 -2.7203
C 4.4152 2.1694 -2.1382
As 3.1414 1.1185 -3.2259
C 3.5958 1.7826 -4.9832
C 4.1991 -0.5400 -3.2802
H 3.7340 1.5185 2.4137
H 1.9751 1.2996 2.3664
H 2.6842 2.8469 1.8559
H 4.8723 -0.4615 0.4374
H 3.5429 -1.3666 -0.3324
H 3.4449 -0.9775 1.3791
H 5.2213 2.7072 1.1235
H 7.0177 4.0151 0.0770
H 7.1515 4.1717 -2.3988
H 5.5114 3.0048 -3.7970
H 4.6490 1.6242 -5.2036
H 3.3542 2.8402 -5.0626
H 2.9936 1.2286 -5.6979
H 5.1622 -0.3733 -2.8074
H 4.3497 -0.8270 -4.3196
H 3.6799 -1.3448 -2.7634
Cl -5.3289 4.8657 2.7110
C -3.8680 4.3127 1.9309
C -2.6356 4.9149 2.2743
C -1.4647 4.5058 1.7051
C -1.4263 3.4504 0.7488
O -0.2964 3.0252 0.2877
C -2.6968 2.8895 0.3648
C -2.8752 1.9250 -0.6895
O -2.0067 1.4912 -1.4709
C -3.8957 3.3307 0.9974
H -2.6327 5.7121 3.0093
H -0.5195 4.9597 1.9802
H -3.9057 1.5672 -0.8168
H -4.8427 2.8780 0.7164
C -1.0873 3.8563 -5.7164
Se -1.3385 3.0791 -3.9636
C -2.7855 1.8855 -4.4662
C -2.3761 0.5918 -5.1588
Se -1.2552 -0.5985 -4.1091
C 0.3407 -0.3751 -5.1914
H -1.9989 4.3527 -6.0411
H -0.7904 3.0990 -6.4403
H -0.2893 4.5921 -5.6265
H -3.4486 2.4586 -5.1137
H -3.3186 1.6777 -3.5447
H -1.8247 0.7845 -6.0759
H -3.2622 0.0229 -5.4238
H 0.1544 -0.7085 -6.2102
H 1.1194 -0.9924 -4.7502
H 0.6432 0.6670 -5.1697
N 0.3386 -0.7480 0.7194
P -0.7185 -1.5293 1.4990
N -0.2380 -3.0449 2.1310
C 0.5640 -2.9220 3.3890
C 1.5919 -4.0408 3.5304
C 0.9705 -5.3564 3.0746
C 0.6693 -5.2706 1.5668
C 0.5393 -3.8180 1.1282
N -1.3195 -0.8126 2.8842
C -1.6434 0.6187 2.7726
C -1.6780 1.2784 4.1645
C -0.7745 0.5087 5.1259
C -1.3214 -0.9174 5.3276
C -1.9757 -1.4307 4.0318
N -2.1162 -1.7573 0.5870
C -3.4345 -1.9804 1.1791
C -3.8818 -3.4322 1.0669
C -3.9688 -3.8081 -0.4153
C -2.6377 -3.5461 -1.1229
C -2.1049 -2.1340 -0.8424
H -0.1058 -3.0018 4.2414
H 1.0513 -1.9441 3.4551
H 1.9029 -4.0855 4.5755
H 2.4917 -3.8273 2.9433
H 0.0458 -5.5200 3.6400
H 1.6262 -6.1999 3.2904
H -0.2457 -5.8179 1.3243
H 1.4805 -5.7327 0.9955
H 0.0448 -3.7664 0.1700
H 1.5179 -3.3639 0.9629
H -2.5993 0.7713 2.2592
H -0.8583 1.0574 2.1545
H -2.7019 1.2803 4.5548
H -1.3765 2.3228 4.0784
H -0.6897 1.0250 6.0839
H 0.2331 0.4567 4.7001
H -2.0658 -0.9281 6.1297
H -0.5111 -1.5824 5.6320
H -3.0413 -1.1597 4.0323
H -1.9403 -2.5158 3.9518
H -4.1514 -1.3707 0.6126
H -3.4537 -1.6152 2.2053
H -4.8446 -3.5732 1.5631
H -3.1411 -4.0615 1.5728
H -4.7573 -3.2074 -0.8871
H -4.2539 -4.8539 -0.5389
H -2.7441 -3.6703 -2.2051
H -1.9228 -4.2954 -0.7876
H -2.7455 -1.4285 -1.3862
H -1.1002 -2.0084 -1.2364
```